Record 1
A cluster of 4 separate species, C3H14NO4 in total in a non-equilibrium geometry, computed with wB97M-V/def2-TZVPD.

## Properties
HOMO-LUMO gap   8.3650 eV
LUMO   0.1432 hartree
F_max   1.032 eV/A
HOMO level   -0.1642 Eh
Net charge   -1
Energy above the lowest of the compared OMol25 structures with the same formula, charge and spin   4.5 kcal per mole

```
22
Properties=species:S:1:pos:R:3:mulliken_charge:R:1
C 0.4792 -0.8589 -0.2800 -0.31
N 0.6142 0.5174 0.1822 -0.55
C -0.4129 1.4135 -0.4209 -0.53
O -1.6974 1.1222 -0.0995 -0.92
C 1.2883 -1.8316 0.5573 -1.31
H 0.7461 -0.9148 -1.3399 0.45
H -0.5408 -1.1617 -0.2083 0.28
H 0.4077 0.4982 1.1789 0.27
H -0.1320 2.4277 -0.0702 0.28
H -0.2162 1.3826 -1.5071 0.35
H 2.3553 -1.6543 0.5293 0.30
H 0.9776 -1.7111 1.5898 0.30
H 1.0975 -2.8583 0.2668 0.39
H 3.1482 2.2437 -0.4449 0.27
H 2.1789 1.0593 0.0453 0.62
O 3.1417 1.3275 -0.1637 -0.76
H -2.6063 -0.1904 2.4461 0.25
H -1.6767 0.3266 1.3001 0.40
O -1.7038 -0.2550 2.1316 -0.71
H -2.7268 -1.0380 -1.9770 0.25
H -2.1714 0.2963 -1.4446 0.41
O -2.5504 -0.1408 -2.2715 -0.75
```



Record 2
A structure of composition C27H48CuOP2 in a non-equilibrium geometry, computed with wB97M-V/def2-TZVPD.

## Properties
HOMO-LUMO gap (alpha / beta)   5.6560 / 4.8987 eV
LUMO (alpha / beta)   -0.0009 / -0.0287 hartree
F_max   4.381 eV/A
HOMO level (alpha / beta)   -0.2087 / -0.2087 Eh
Net charge   0
Multiplicity   2

```
79
Properties=species:S:1:pos:R:3:mulliken_charge:R:1
P 0.2529 -2.2695 -3.4453 1.08
P 0.0682 1.5725 -2.6250 1.14
C -0.0965 -0.7145 -4.2498 -0.59
C 0.8140 0.4468 -3.8836 -1.12
H -1.3344 -0.3879 -3.9233 -0.68
H -0.1345 -0.8578 -5.3386 0.77
H 1.8312 0.1447 -3.5884 0.29
H 0.9345 1.0752 -4.7782 0.62
C -0.4493 2.9120 -3.7666 -1.60
H -0.7498 3.7747 -3.1571 0.43
H -1.2797 2.6163 -4.4275 0.39
H 0.4167 3.1700 -4.3923 0.49
C 1.2808 2.2471 -1.5031 -1.21
H 1.7308 3.1178 -2.0047 0.54
H 2.0868 1.5312 -1.2526 0.16
H 0.7948 2.5780 -0.5764 0.35
C -0.6173 -3.4598 -4.5288 -1.67
H -0.6754 -4.4368 -4.0255 0.43
H -0.0523 -3.5659 -5.4708 0.46
H -1.6460 -3.1292 -4.7366 0.34
C 1.9624 -2.8058 -3.5453 -1.27
H 2.6449 -1.9441 -3.5376 0.38
H 2.0861 -3.3531 -4.4938 0.42
H 2.2015 -3.4903 -2.7180 0.40
Cu 2.2433 0.4853 0.9027 -0.51
C -1.7392 0.9175 -2.2218 0.29
C -2.3154 0.1934 -3.3874 -0.41
C -3.4829 -0.7387 -3.1443 -1.18
C -3.3696 -1.8696 -2.0855 -0.52
C -2.1743 -2.7106 -2.1182 -1.38
C -0.8105 -2.3281 -1.8854 0.42
C -0.4605 -1.0338 -1.0731 -0.63
C -1.4964 0.0812 -0.9140 -1.63
C 2.4708 -1.4130 0.8169 -0.51
H -2.3094 1.8160 -1.9555 0.76
H -2.6540 0.9424 -4.1211 0.35
H -3.6787 -1.2567 -4.0882 0.38
H -4.3577 -0.1325 -2.8650 0.35
H -3.5965 -1.4664 -1.0812 0.28
H -4.2129 -2.5644 -2.2847 0.42
H -2.3789 -3.7694 -2.1920 0.50
H -0.2647 -3.1837 -1.4301 0.97
H 0.4512 -0.6018 -1.5324 -0.10
H -0.1371 -1.3631 -0.0772 0.57
H -2.4128 -0.3117 -0.4774 0.62
H -1.0674 0.7553 -0.1521 0.19
H 3.4921 -1.7922 0.8981 0.38
H 1.9743 -1.7840 -0.0896 -0.18
H 1.8954 -1.7111 1.7079 0.04
C 3.9488 -0.3043 3.8731 -1.11
C 3.3564 1.1066 3.9467 0.57
C 3.6937 2.0001 2.7448 -1.32
C 1.9034 1.0195 4.4004 0.16
C 1.7080 0.7493 5.7496 -0.62
C 0.4477 0.7132 6.3288 -1.27
C -0.6678 0.9461 5.5287 -0.18
C -0.5484 1.1600 4.1677 0.27
C -1.8168 1.3203 3.3378 0.85
C -2.5623 -0.0161 3.2505 -1.28
C -2.7622 2.3688 3.9310 -1.67
C 0.7507 1.1006 3.5359 0.39
O 0.8160 1.0618 2.2424 0.00
H 3.4313 -0.9110 3.1161 0.03
H 3.8362 -0.7977 4.8487 0.38
H 5.0165 -0.2641 3.6241 0.40
H 3.8679 1.5915 4.7971 0.44
H 3.5234 1.5490 1.7455 0.07
H 3.1473 2.9464 2.8317 0.42
H 4.7621 2.2267 2.8006 0.52
H 2.5891 0.5728 6.3742 0.35
H 0.3252 0.5124 7.3934 0.34
H -1.6654 0.9525 5.9613 0.22
H -1.5153 1.6336 2.3308 -0.09
H -2.8805 -0.3272 4.2557 0.35
H -3.4556 0.0728 2.6205 0.38
H -1.9144 -0.8006 2.8417 0.24
H -2.2443 3.3175 4.1021 0.39
H -3.6009 2.5470 3.2505 0.46
H -3.1685 2.0204 4.8878 0.28
```



Record 3
A structure of composition C46H47As2N2O16S2W in a non-equilibrium geometry, computed with wB97M-V/def2-TZVPD.

## Properties
HOMO-LUMO gap   4.8901 eV
LUMO   0.0366 hartree
F_max   1.823 eV/A
HOMO level   -0.1431 Eh
Net charge   -1

```
116
Properties=species:S:1:pos:R:3:mulliken_charge:R:1
W 0.0778 -0.3242 0.8904 1.81
C -0.9337 -7.3110 -1.5549 -1.68
C -0.2140 -6.1932 -0.8505 1.01
C 0.3911 -5.1757 -1.5811 -0.64
C 1.0408 -4.1274 -0.9520 0.08
C 1.0886 -4.0900 0.4315 -0.03
C 0.5128 -5.1063 1.1827 -0.75
C -0.1371 -6.1471 0.5380 -1.08
S 1.9771 -2.8044 1.2640 1.51
O 2.4690 -1.8726 0.2523 -0.62
O 2.9432 -3.5249 2.0577 -0.89
N 1.0915 -1.8340 2.1507 -0.50
C 0.3129 -2.2490 3.2967 -0.20
C -0.8951 -1.3280 3.4169 0.12
O -1.8582 -1.6192 4.0717 -0.69
O -0.7350 -0.1826 2.7315 -0.38
H -1.5968 -6.9209 -2.3273 0.37
H -1.5314 -7.8965 -0.8575 0.36
H -0.2306 -7.9888 -2.0420 0.39
H 0.3361 -5.1920 -2.6627 0.35
H 1.4932 -3.3288 -1.5212 0.45
H 0.5862 -5.1024 2.2600 0.51
H -0.5949 -6.9344 1.1250 0.30
H 0.8995 -2.1352 4.2167 0.43
H -0.0588 -3.2736 3.2453 0.08
O 0.4214 1.8722 0.2602 0.53
N 0.6060 3.0766 0.8199 0.16
C 0.3738 4.1324 0.0016 -0.44
C 0.5274 5.4114 0.4648 -1.26
C 0.9015 5.6241 1.7866 -0.46
C 1.1495 4.5408 2.5904 -1.13
C 1.0127 3.2458 2.0920 1.05
S 1.3440 1.8847 3.0824 -0.52
H -0.0161 3.8552 -0.9745 0.58
H 0.3161 6.2281 -0.2095 0.52
H 1.0054 6.6261 2.1788 0.42
H 1.4692 4.6553 3.6153 0.47
C 2.8019 0.4523 -2.5659 -1.06
O 2.0695 0.3621 -1.3246 0.53
C 0.7880 0.2649 -1.2044 -0.18
C -0.1053 0.4140 -2.3549 -0.36
H 2.7876 1.4822 -2.9221 0.31
H 2.3816 -0.2231 -3.3058 0.48
H 3.8116 0.1530 -2.3016 0.19
H 0.3697 0.3364 -3.3301 0.96
H -0.4831 1.4533 -2.2445 -0.35
H -0.9654 -0.2466 -2.2866 -0.33
O -0.2820 -1.7036 -0.3126 0.20
O -1.1064 -1.9329 0.8197 -0.63
C -3.3622 5.1710 -0.1542 -0.71
O -2.6629 4.4859 0.8664 -0.43
C -2.4041 3.1326 0.7713 -0.65
O -1.8383 2.6595 1.7846 -0.69
C -2.8033 2.3363 -0.3134 1.19
C -3.3341 2.6041 -1.6610 -0.56
As -5.0207 1.7368 -1.9580 -0.10
C -5.8769 2.0654 -0.2248 -1.03
C -4.3546 -0.1461 -1.6616 -0.30
C -3.2395 -0.5644 -1.0509 0.16
As -2.2676 0.5961 0.2274 3.41
C -3.4200 0.1351 1.7019 -1.71
C -2.8195 -1.9885 -1.2723 -0.38
O -2.0773 -2.3507 -2.1493 -0.61
O -3.3985 -2.8350 -0.4053 -0.13
C -2.9395 -4.1855 -0.5045 -0.53
C -5.0912 -1.1263 -2.5431 0.12
O -4.9515 -1.1675 -3.7351 -0.61
O -5.9483 -1.9954 -1.9515 -0.40
C -6.2973 -1.7870 -0.5843 -0.22
C -2.4883 3.0797 -2.6923 -0.26
O -1.2728 3.3307 -2.5535 -0.70
O -2.8991 3.4014 -3.9735 -0.43
C -4.2160 3.2770 -4.4558 -0.96
H -3.5070 6.1830 0.2243 0.34
H -4.3307 4.7123 -0.3551 0.14
H -2.7915 5.2002 -1.0828 0.25
H -6.3607 3.0414 -0.2944 0.45
H -5.1532 2.0806 0.5894 0.09
H -6.6446 1.3171 -0.0401 0.48
H -4.4222 0.1042 1.2750 0.44
H -3.3039 0.9245 2.4441 0.45
H -3.1678 -0.8255 2.1493 0.42
H -1.9466 -4.2643 -0.0534 -0.18
H -2.8941 -4.5026 -1.5446 0.41
H -3.6594 -4.7827 0.0487 0.35
H -7.0349 -2.5542 -0.3594 0.35
H -6.7467 -0.8050 -0.4476 0.13
H -5.4309 -1.8992 0.0679 0.09
H -4.2026 3.7318 -5.4473 0.30
H -4.9339 3.8121 -3.8246 0.38
H -4.5273 2.2343 -4.5463 0.35
C 1.8148 0.6690 1.8849 0.43
C 3.0877 0.6398 1.6322 -0.62
C 4.3776 0.6524 1.3978 1.03
C 5.3464 -0.0355 2.2979 -0.29
C 6.5422 0.5927 2.6466 -0.32
C 7.4267 -0.0116 3.5254 -0.78
C 7.1305 -1.2559 4.0689 -0.40
C 5.9421 -1.8839 3.7267 -0.92
C 5.0555 -1.2773 2.8482 -0.01
C 4.8701 1.3773 0.1863 0.22
C 6.0391 0.9859 -0.4607 -0.22
C 6.4536 1.6206 -1.6244 -0.83
C 5.7097 2.6606 -2.1618 -0.55
C 4.5420 3.0599 -1.5219 -0.70
C 4.1309 2.4240 -0.3633 -0.11
H 6.7726 1.5658 2.2317 0.47
H 8.3465 0.4937 3.7917 0.37
H 7.8220 -1.7313 4.7523 0.38
H 5.6985 -2.8562 4.1337 0.44
H 4.1374 -1.7833 2.5796 0.46
H 6.6198 0.1653 -0.0599 0.51
H 7.3621 1.2941 -2.1147 0.38
H 6.0352 3.1566 -3.0663 0.40
H 3.9475 3.8704 -1.9242 0.49
H 3.2182 2.7310 0.1263 0.47
```



Record 4
A cluster of 2 separate species, C2H4BrFO in total in a non-equilibrium geometry, computed with wB97M-V/def2-TZVPD.

## Properties
HOMO-LUMO gap   10.0310 eV
LUMO   0.0237 hartree
F_max   3.197 eV/A
HOMO level   -0.3450 Eh
SMILES string   C=C(O)F.Br
Net charge   0
Energy above the lowest of the compared OMol25 structures with the same formula, charge and spin   36.5 kcal per mole

```
9
Properties=species:S:1:pos:R:3:mulliken_charge:R:1
C 1.7751 0.0042 -0.1382 -0.64
C 0.7319 0.8337 -0.2702 0.54
O -0.5951 0.5549 -0.3293 -0.45
F 0.9043 2.1912 -0.4324 -0.26
H 2.8446 0.3288 -0.3740 0.24
H 1.6900 -1.1587 -0.2842 0.22
H -0.9873 1.5255 -0.3442 0.37
Br -3.3232 -1.6358 1.5656 -0.20
H -3.0403 -2.6438 0.6068 0.20
```



E_tot, respectively: -13019.7214; -94034.8501; -229370.3767; -76944.9472 eV.